# 1
C55H35Cl3F15GeIrN2O7P2S | ωB97M-V/def2-TZVPD

The value obtained for the total energy is -242004.15408 eV. The value obtained for the lowest unoccupied orbital energy (alpha / beta) is -4.151 / -4.143 eV. The value obtained for the energy above the lowest of the compared OMol25 structures with the same formula, charge and spin is 71.6 kcal per mole.

```
! RIJCOSX wB97M-V def2-TZVPD def2/J DEFGRID3
* xyz 1 2
Ir -0.23028 -0.96046 0.83293
N 1.22062 1.52464 2.61383
P 0.33352 0.14434 2.95403
C 1.36232 -0.72656 4.19553
C 1.85272 -1.99526 3.92193
C 2.67602 -2.63306 4.83443
C 2.99732 -2.01336 6.03173
C 2.47722 -0.76216 6.32213
C 1.65822 -0.11956 5.41113
C -1.01868 0.73844 4.03023
C -0.95148 1.93474 4.74023
C -1.94998 2.26954 5.63833
C -3.01718 1.41254 5.84923
C -3.11258 0.23984 5.11463
C -2.11358 -0.09856 4.21723
P 1.67662 2.27194 0.88563
C 1.92652 3.03294 -0.85867
C 1.13952 4.14794 -1.10117
C 1.18832 4.77934 -2.33117
C 2.01062 4.27784 -3.32757
C 2.76942 3.14304 -3.09507
C 2.71832 2.50854 -1.86537
C 2.23542 3.78434 1.73393
C 1.31562 4.58224 2.40583
C 1.71572 5.77734 2.97583
C 3.03422 6.18834 2.87143
C 3.94992 5.39614 2.19873
C 3.55342 4.20184 1.62613
H 0.78182 2.31684 3.07173
H 1.57512 -2.46616 2.99263
H 3.05792 -3.61936 4.61783
H 3.64902 -2.50086 6.74113
H 2.70532 -0.28346 7.26343
H 1.24462 0.84694 5.65793
H -0.11138 2.60704 4.62713
H -1.88738 3.19504 6.19223
H -3.76778 1.66544 6.58323
H -3.96228 -0.41106 5.25493
H -2.17478 -1.01566 3.65023
H 0.49102 4.52294 -0.32257
H 0.56642 5.64234 -2.52277
H 2.05052 4.75464 -4.29477
H 3.40382 2.73884 -3.87267
H 3.31132 1.62424 -1.69597
H 0.27462 4.28484 2.45203
H 0.99762 6.38994 3.49763
H 3.34512 7.13094 3.29473
H 4.97802 5.70994 2.11043
H 4.25692 3.59644 1.07593
C -5.61138 -5.42876 1.40013
O -6.13828 -4.23996 0.84903
C -5.34318 -3.17356 0.70763
C -5.93888 -2.04436 0.09773
C -5.22468 -0.89636 -0.09987
C -3.88598 -0.76356 0.30973
C -3.15788 0.46214 0.12653
C -3.92368 1.69664 -0.29337
O -1.94048 0.61054 0.32143
C -3.26078 -1.90506 0.93903
O -2.08808 -1.88406 1.42673
C -4.01948 -3.09746 1.08783
H -6.42348 -6.14996 1.37143
H -5.30258 -5.27676 2.43523
H -4.76808 -5.79386 0.81223
H -6.96658 -2.11966 -0.21667
H -5.71948 -0.08026 -0.59937
H -4.48718 1.53274 -1.20737
H -3.21928 2.51244 -0.44107
H -4.61598 1.97244 0.50013
H -3.50328 -3.92496 1.54853
N 4.47342 -1.90566 0.32873
C 4.50692 -0.43916 0.27883
C 3.21742 0.10064 0.92313
O 3.10632 1.39724 0.78353
O 2.44862 -0.65206 1.46663
H 5.25542 -2.34166 -0.16217
H 3.50572 -2.30546 -0.11187
H 4.45162 -2.24286 1.29543
H 4.53362 -0.11606 -0.76237
H 5.37602 -0.01936 0.79503
F -0.45238 2.41064 -2.79237
C -1.63408 1.92184 -3.18197
C -1.71448 0.55304 -3.34847
C -2.92808 0.02054 -3.73457
F -3.03978 -1.30916 -3.87047
C -4.03118 0.83214 -3.98207
F -5.19258 0.29684 -4.35537
C -3.91838 2.21284 -3.82417
F -4.97028 2.99324 -4.04747
C -2.70738 2.76794 -3.41187
F -2.59868 4.08264 -3.23287
Ge -0.02628 -0.46086 -3.01077
S 0.92422 -0.04826 -1.08847
C 1.33022 0.05014 -4.37827
C 1.19812 1.02734 -5.34517
F 0.05212 1.71324 -5.41947
C 2.22062 1.31044 -6.24617
F 2.07912 2.27864 -7.14857
C 3.40652 0.57934 -6.18927
F 4.39352 0.84224 -7.03857
C 3.55592 -0.42226 -5.23017
F 4.69072 -1.12216 -5.15647
C 2.51562 -0.66286 -4.34597
F 2.63812 -1.62646 -3.41447
C -0.47908 -2.36596 -3.40407
C -1.04308 -3.16576 -2.43137
F -1.22048 -2.63466 -1.21057
C -1.47098 -4.45766 -2.69537
F -2.02988 -5.19046 -1.73277
C -1.33758 -4.96206 -3.98697
F -1.76778 -6.18496 -4.26957
C -0.77678 -4.17096 -4.98757
F -0.67018 -4.63246 -6.22867
C -0.35758 -2.88486 -4.67787
F 0.14782 -2.10166 -5.64137
Cl 1.46772 -5.90306 -0.62947
C 2.16212 -4.91826 0.68093
Cl 1.69842 -5.55476 2.25913
Cl 3.92822 -4.92996 0.56373
C 1.60162 -3.47516 0.42763
O 0.59462 -3.17726 1.05413
O 2.22122 -2.79216 -0.40747
*
```

Löwdin population analysis, charges in e, atoms 1 to 99: 1.07 -0.26 0.93 -0.31 -0.10 -0.07 -0.07 -0.06 -0.07 -0.32 -0.10 -0.07 -0.06 -0.05 -0.07 1.01 -0.32 -0.10 -0.07 -0.07 -0.07 -0.12 -0.33 -0.11 -0.07 -0.07 -0.06 -0.07 -0.02 0.06 0.10 0.11 0.11 0.10 0.09 0.11 0.11 0.11 0.09 0.11 0.11 0.11 0.10 0.08 0.11 0.11 0.11 0.11 0.11 -0.06 -0.05 -0.27 0.00 -0.02 -0.11 -0.36 0.02 -0.09 -0.35 -0.20 0.06 0.10 0.10 0.10 0.12 0.11 0.07 0.09 0.11 0.12 0.12 -0.03 -0.56 -0.16 -0.05 0.15 0.07 0.14 0.14 0.15 0.08 -0.25 -0.11 -0.20 0.11 -0.14 0.13 -0.14 0.15 -0.14 0.13 0.82 0.39 -0.14 -0.22 0.11 -0.14 0.13 -0.12

# 2
C55H40Br4N6O2RuS | ωB97M-V/def2-TZVPD

The value obtained for the total energy is -364309.52957 eV. The value obtained for the lowest unoccupied orbital energy (alpha / beta) is 1.809 / 0.706 eV. The value obtained for the energy above the lowest of the compared OMol25 structures with the same formula, charge and spin is 21.1 kcal per mole.

```
! RIJCOSX wB97M-V def2-TZVPD def2/J DEFGRID3
* xyz -1 6
Ru -0.22130 0.03144 1.18719
C -6.52420 4.34054 0.25739
C -5.50760 4.40464 -0.68061
C -4.37020 3.63314 -0.53041
C -4.23260 2.78474 0.56309
C -5.26700 2.71284 1.49319
C -6.40110 3.49194 1.34449
C -3.01090 1.96924 0.76209
C -1.79970 2.64294 1.01339
C -1.57430 4.03284 0.82749
C -0.21790 4.22974 0.86709
C 0.37890 2.97724 1.18669
C 1.74050 2.72124 1.49659
C 2.80770 3.65594 1.12529
C 3.93890 3.12404 0.49539
C 4.95900 3.93654 0.04749
C 4.88860 5.30674 0.24009
C 3.79720 5.84624 0.89949
C 2.76840 5.03364 1.34079
C 2.11960 1.56944 2.22079
N 1.36450 0.45124 2.35239
C 1.94360 -0.34706 3.29369
C 1.52810 -1.64716 3.60609
C 2.07290 -2.25446 4.83409
C 1.84080 -1.59646 6.04329
C 2.25480 -2.14666 7.24069
C 2.92640 -3.35796 7.25009
C 3.19040 -4.00676 6.05479
C 2.76960 -3.46036 4.85529
C 0.59980 -2.37856 2.84109
C 0.26850 -3.75066 2.99989
C -0.62130 -4.06706 2.00679
C -0.87190 -2.87416 1.27449
N -0.12020 -1.87346 1.78529
C -1.89550 -2.73696 0.28399
C -2.56730 -1.51276 0.12209
C -3.79720 -1.25236 -0.56761
C -4.16570 0.02354 -0.27221
C -3.11360 0.59944 0.50819
N -2.17510 -0.36276 0.74519
C -2.19730 -3.94636 -0.47811
C -1.10990 -4.73506 -0.88231
C -1.29110 -5.89826 -1.59771
C -2.56590 -6.30516 -1.96041
C -3.65230 -5.53676 -1.57831
C -3.47520 -4.38346 -0.83501
C 3.10640 0.31334 3.79859
C 3.24300 1.47934 3.10239
N -0.60310 2.03014 1.25659
H -7.41150 4.94564 0.13489
H -5.59620 5.06464 -1.53071
H -3.58600 3.67774 -1.27031
H -5.17460 2.05184 2.34299
H -7.19100 3.44394 2.08209
H -2.32910 4.76984 0.63729
H 0.29770 5.14484 0.64909
H 3.99450 2.05474 0.34809
H 5.80930 3.50354 -0.45911
H 5.68680 5.94554 -0.10911
H 3.74480 6.91294 1.07569
H 1.94750 5.46844 1.89039
H 1.31220 -0.65446 6.03609
H 2.04800 -1.63426 8.17139
H 3.23880 -3.79716 8.18669
H 3.72930 -4.94616 6.06269
H 2.99440 -3.95586 3.92209
H 0.65310 -4.40046 3.76059
H -1.08940 -5.01446 1.82419
H -4.31990 -1.92966 -1.21181
H -5.03310 0.56034 -0.61171
H -0.11250 -4.40476 -0.63781
H -0.43220 -6.49806 -1.86821
H -2.70750 -7.21766 -2.52311
H -4.65170 -5.85366 -1.84821
H -4.34540 -3.84846 -0.48991
H 3.75500 -0.07316 4.56309
H 4.00890 2.22684 3.20629
Br 2.02900 4.38384 -3.78131
C 1.91240 2.78464 -2.77771
C 3.03880 1.98894 -2.59081
Br 4.66850 2.47494 -3.41231
C 2.96380 0.85004 -1.80241
Br 4.47440 -0.27326 -1.58671
C 1.78290 0.45584 -1.14771
O 1.69750 -0.49426 -0.32191
C 0.56550 1.20424 -1.48941
O -0.54970 0.76584 -1.09651
C 0.70320 2.38224 -2.23781
Br -0.88950 3.35504 -2.53871
C -2.26320 -0.73396 -5.10391
C -1.37680 0.14574 -4.22531
N 0.00500 -0.27576 -4.25201
C 0.49310 -1.22006 -3.43081
S -0.46600 -2.06546 -2.37701
N 1.83040 -1.48056 -3.48071
C 2.58640 -1.50976 -4.71341
C 2.12020 -2.64676 -5.62351
H -3.30030 -0.43146 -4.98941
H -2.17060 -1.77536 -4.80161
H -1.98070 -0.64486 -6.15251
H -1.71870 0.09784 -3.18711
H -1.42500 1.18254 -4.56471
H 0.63840 0.19284 -4.87981
H 2.10420 -2.17966 -2.80351
H 3.63690 -1.64026 -4.44841
H 2.48640 -0.54886 -5.22711
H 2.31440 -3.60516 -5.14841
H 2.64040 -2.62696 -6.57601
H 1.05060 -2.56596 -5.80561
*
```

Löwdin population analysis, charges in e, atoms 1 to 99: 1.55 -0.10 -0.08 -0.04 -0.20 -0.02 -0.09 -0.07 -0.25 -0.05 -0.04 -0.23 -0.08 -0.17 -0.04 -0.09 -0.10 -0.09 -0.04 -0.24 -0.04 -0.25 -0.06 -0.19 -0.03 -0.09 -0.10 -0.09 -0.04 -0.23 -0.01 -0.02 -0.25 -0.03 -0.14 -0.25 -0.01 0.01 -0.25 -0.04 -0.23 -0.11 -0.09 -0.11 -0.10 -0.04 0.00 0.00 -0.04 0.09 0.10 0.08 0.12 0.10 0.10 0.09 0.09 0.09 0.09 0.10 0.10 0.12 0.10 0.09 0.10 0.12 0.09 0.11 0.09 0.11 0.10 0.10 0.09 0.09 0.10 0.11 0.11 0.71 -0.75 -0.76 0.71 -0.66 0.77 -0.45 -0.07 -0.44 -0.10 -0.61 0.85 -0.09 -0.29 0.02 -0.83 0.87 -0.03 -0.25 -0.08 0.07 0.05